{"formula": "C9H20N2OS", "method": "ωB97M-V/def2-TZVPD", "symbols": ["C", "C", "C", "C", "C", "C", "C", "C", "C", "N", "N", "O", "S", "H", "H", "H", "H", "H", "H", "H", "H", "H", "H", "H", "H", "H", "H", "H", "H", "H", "H", "H", "H"], "xyz": [[-0.52965, -0.80134, 1.49192], [1.45757, -0.95215, 0.12222], [-2.12123, 0.13450, -0.43205], [-1.96315, 2.77533, -0.14873], [-1.06276, -0.82815, 0.02624], [0.19378, -0.55260, -0.86530], [3.10767, -1.81048, 2.51452], [-0.82605, 1.70450, -3.77537], [1.73062, -1.07834, 2.63236], [-1.54099, 2.14081, -2.55586], [0.87094, -1.34565, 1.41260], [0.21231, 0.85668, -1.14211], [-1.25738, 1.65826, -1.02923], [-0.60825, 0.19565, 1.99605], [-1.11765, -1.49477, 2.06339], [1.98128, -1.72306, -0.42533], [2.06863, -0.08449, 0.37282], [-2.63501, -0.24023, -1.39423], [-2.80861, 0.49511, 0.26409], [-2.00292, 2.68888, 0.97986], [-1.82540, 3.80390, -0.55337], [-1.29990, -1.91262, -0.21008], [0.44964, -0.99366, -1.85438], [3.79986, -1.62616, 3.43020], [2.91501, -2.87506, 2.57822], [3.61988, -1.57576, 1.64110], [0.03341, 2.32675, -4.07014], [-0.49438, 0.61272, -3.62030], [-1.61763, 1.75155, -4.56783], [1.90197, -0.03188, 2.55670], [1.20207, -1.37764, 3.72889], [-2.46168, 2.58432, -2.45057], [0.62799, -2.42491, 1.28371]], "lumo_energy_ha": -0.23778, "e_homo_ev": -16.96, "total_charge": 2, "orbital_gap_ev": 10.49}